C31H26AsBrN3OsS3 | ωB97M-V/def2-TZVPD

Each line ends with the Löwdin charge.
Geometry (Å):
Os  -0.0998  -0.3601  -0.7936  1.037
C  -1.9475  2.7475  0.3121  -0.059
C  -1.1485  2.7286  -0.9455  -0.599
N  -0.4407  1.7108  -1.4072  -0.093
C  0.1439  2.0103  -2.6383  -0.317
C  -0.1120  3.2613  -3.0809  -0.273
S  -1.1077  4.0851  -1.9707  1.209
C  0.9595  0.9801  -3.2604  -0.324
C  1.7249  1.0500  -4.3755  -0.270
S  2.5239  -0.4350  -4.6271  1.214
C  1.8069  -1.1024  -3.2407  -0.609
N  1.0118  -0.2486  -2.6204  -0.097
C  2.0492  -2.5159  -2.8370  -0.066
H  -1.8295  1.8159  0.8538  0.015
H  -3.0051  2.8995  0.0898  0.105
H  -1.6328  3.5719  0.9535  0.105
H  0.2224  3.7298  -3.9930  0.106
H  1.8660  1.8882  -5.0394  0.105
H  2.7668  -2.9908  -3.5026  0.097
H  1.1223  -3.0914  -2.8760  0.077
H  2.4421  -2.5589  -1.8210  0.066
S  -0.3291  -2.4631  -0.4096  0.849
C  -0.1185  -2.9365  1.2485  -0.618
C  -0.1658  -4.2925  1.5731  -0.050
C  0.0111  -4.6697  2.8988  -0.010
C  0.2002  -3.7125  3.8824  0.007
C  0.2190  -2.3482  3.5610  -0.033
C  0.0652  -1.9713  2.2468  -0.388
As  0.0153  -0.1776  1.5975  1.257
C  1.7322  0.1190  0.7092  -0.462
C  2.0575  1.4338  0.3086  -0.121
C  3.2688  1.7064  -0.3030  -0.026
C  4.1799  0.6769  -0.5065  0.003
C  3.8881  -0.6272  -0.1061  -0.034
C  2.6789  -0.9087  0.4952  -0.094
C  -0.2461  1.0705  3.0092  -0.396
C  -1.5150  1.1320  3.5875  -0.112
C  -1.7277  2.0068  4.6406  -0.039
C  -0.6865  2.8031  5.1029  -0.024
C  0.5746  2.7275  4.5259  -0.034
C  0.8079  1.8525  3.4742  -0.085
H  -0.3315  -5.0377  0.8048  0.125
H  -0.0176  -5.7182  3.1629  0.135
H  0.3154  -4.0190  4.9134  0.135
H  0.3423  -1.6061  4.3406  0.126
H  1.3572  2.2387  0.4981  0.109
H  3.5102  2.7208  -0.5908  0.130
H  5.1371  0.8894  -0.9663  0.134
H  4.6201  -1.4123  -0.2441  0.132
H  2.4622  -1.9173  0.8328  0.112
H  -2.3263  0.5082  3.2284  0.113
H  -2.7034  2.0658  5.1036  0.126
H  -0.8585  3.4823  5.9272  0.128
H  1.3818  3.3424  4.9004  0.126
H  1.7962  1.7756  3.0394  0.105
Br  -5.9329  -0.9410  -4.1440  0.932
C  -4.3222  -0.8017  -3.2394  -0.670
C  -3.1262  -1.1373  -3.8648  -0.054
C  -1.9480  -1.0140  -3.1624  -0.095
N  -1.9048  -0.5776  -1.8882  -0.168
C  -3.0695  -0.2669  -1.2841  -0.112
C  -4.2867  -0.3622  -1.9191  -0.057
H  -3.1113  -1.4937  -4.8849  0.128
H  -1.0097  -1.2764  -3.6292  0.114
H  -3.0058  0.0659  -0.2583  0.102
H  -5.1943  -0.1045  -1.3922  0.127

As for the orbital gap (spin up / spin down): 5.87 / 5.94 eV. The total energy is -7455.31552 Ha. For the HOMO energy (spin up / spin down), the calculation gives -16.98 / -16.98 eV. The net charge is +3. As for the spin multiplicity: 1. The calculation puts the molar mass at 881.83 g/mol.